A molecular structure, C11H30CrF3N10O23S at a distorted geometry. Source: the Open Molecules 2025 dataset; level of theory: wB97M-V/def2-TZVPD.

Structure (XYZ):
```
79
Properties=species:S:1:pos:R:3:forces:R:3
Cr -0.524630 4.630931 -1.062173 -0.412 -2.672 -0.311
C 1.213225 0.580765 -0.543043 -0.014 0.043 -0.512
F 1.330812 0.592973 0.767329 0.277 0.267 -0.091
F 2.180944 1.280268 -1.129253 -0.044 0.250 0.345
F 1.306803 -0.668228 -0.995445 -0.128 -0.169 0.167
S -0.461172 1.209731 -1.009729 -2.571 -0.049 -0.424
O -0.775080 0.750002 -2.335099 0.914 0.019 -0.203
O -1.376521 0.755477 -0.002067 0.708 -0.103 0.423
O -0.406820 2.695602 -0.980418 0.918 1.074 0.313
C -2.367250 2.581546 -4.456873 -0.335 0.328 -0.422
N -2.482373 3.564034 -3.344468 0.114 -0.469 0.396
O -3.538681 3.751462 -2.836362 -0.268 0.225 0.144
O -1.425568 4.077595 -2.934373 0.591 0.914 0.135
H -3.247832 1.964814 -4.334585 0.151 -0.320 -0.100
H -1.414321 2.072990 -4.406541 -0.034 -0.115 0.229
H -2.459682 3.115990 -5.403011 0.086 0.199 0.118
C 2.194059 1.487419 -4.339430 0.808 0.367 -0.426
N 1.474900 2.789597 -4.315416 -0.484 0.130 -0.475
O 1.169206 3.273706 -5.380782 0.004 -0.017 0.108
O 1.187230 3.285851 -3.238166 0.408 -0.092 0.363
H 2.988437 1.545939 -3.602555 -0.318 -0.261 0.349
H 2.670082 1.423198 -5.312889 -0.228 -0.059 -0.118
H 1.476334 0.683337 -4.214747 -0.083 0.071 0.296
C 2.042910 -2.390696 4.685320 0.106 -0.035 0.094
N 1.743396 -1.177449 3.882728 -0.366 -0.020 0.031
O 1.223512 -0.242603 4.445694 0.104 0.190 0.043
O 2.010956 -1.180209 2.688041 0.128 -0.114 0.144
H 1.343047 -2.436803 5.510347 -0.113 0.112 -0.066
H 3.053886 -2.264174 5.068684 0.053 -0.044 -0.122
H 1.979524 -3.245569 4.026128 0.081 -0.040 -0.011
C -0.169978 -2.034874 -3.943948 0.218 0.437 0.445
N -1.307699 -1.531162 -4.749773 -0.156 0.027 0.518
O -2.292624 -2.221434 -4.806178 -0.175 0.004 -0.253
O -1.209634 -0.400191 -5.204076 0.129 -0.045 -0.108
H 0.747885 -1.772810 -4.458402 0.038 -0.276 -0.124
H -0.297402 -3.078322 -3.689708 -0.030 -0.129 -0.402
H -0.216674 -1.455907 -3.022250 -0.030 0.048 -0.035
C -3.954026 -0.146546 -2.008663 0.275 -0.235 0.785
N -3.929237 -1.626080 -2.162038 -0.893 -0.483 0.098
O -3.041352 -2.257309 -1.622101 0.474 0.285 -0.032
O -4.857537 -2.124564 -2.753717 0.073 0.057 -0.246
H -3.480919 0.289246 -2.879014 0.002 0.016 -0.078
H -3.385871 0.035104 -1.101843 0.180 0.309 -0.181
H -4.983418 0.159039 -1.865762 -0.090 -0.022 -0.334
C -4.190971 0.451181 2.348179 0.462 0.699 -0.339
N -3.898730 -0.240547 3.625233 -0.048 0.459 0.392
O -4.800796 -0.866487 4.120898 -0.200 -0.386 0.076
O -2.799279 -0.082390 4.122321 0.093 0.041 -0.312
H -3.697467 -0.078308 1.536472 -0.298 -0.300 0.009
H -3.718334 1.431146 2.369799 0.021 -0.027 0.258
H -5.261217 0.565186 2.243436 -0.061 -0.352 -0.122
C -0.909495 -1.807946 1.317884 0.673 -0.581 -0.694
N -0.689776 -2.763014 2.435691 -1.352 -0.261 -0.247
O -0.995672 -2.380017 3.545977 0.447 0.012 0.002
O -0.300246 -3.874774 2.156528 0.535 -0.153 0.045
H -1.089029 -2.321585 0.374719 -0.226 -0.466 0.296
H 0.079300 -1.374669 1.187466 -0.325 0.722 0.311
H -1.750380 -1.173035 1.537980 0.334 0.429 0.339
C -0.379428 2.262508 3.352572 0.944 0.134 -0.336
N -0.757825 3.084862 2.173520 -0.523 -0.165 -0.424
O 0.148843 3.573324 1.493469 -0.021 0.610 -0.062
O -1.924282 3.171650 1.868531 0.203 0.309 0.085
H 0.641304 2.542314 3.594192 -0.064 0.043 0.186
H -0.349478 1.241686 2.981158 -0.314 -0.177 0.173
H -1.072410 2.418236 4.166924 -0.240 -0.085 -0.117
C 5.010794 1.087587 2.176763 -1.002 -0.294 0.445
N 4.943286 1.223992 3.662985 0.420 0.740 0.041
O 5.386396 0.316920 4.327697 -0.104 -0.158 0.018
O 4.444605 2.242038 4.102866 -0.102 -0.091 -0.067
H 5.314509 2.006538 1.691586 0.488 0.040 0.297
H 3.953985 0.962205 1.930269 0.137 -0.390 -0.283
H 5.602374 0.197989 2.011487 0.063 0.092 -0.458
C 2.853595 -3.843553 0.545716 0.371 0.464 0.773
N 3.942007 -4.258953 1.492751 -0.376 -0.212 0.219
O 4.868460 -4.885702 1.039707 0.207 0.049 -0.044
O 3.787747 -3.976172 2.669685 0.101 -0.013 -0.389
H 1.967425 -4.390057 0.856193 -0.027 -0.145 -0.301
H 3.220600 -4.013828 -0.455719 -0.219 -0.189 -0.111
H 2.688734 -2.790007 0.765695 -0.064 0.001 -0.131
```
Positions in Å, forces in eV/Å.

Summary:
Largest force on an atom ... 2.7 eV Å⁻¹
Total charge ... +1
2S+1 ... 5
DFT total energy ... -121260.6093 eV
HOMO-LUMO gap (alpha / beta) ... 6.2 / 7.0 eV
E_LUMO (alpha / beta) ... -6.65 / -5.84 eV
HOMO level (alpha / beta) ... -0.473 / -0.473 Ha